# 1
Formula: C36H40OP2Re
Source: the OMol25 dataset
Level of theory: ωB97M-V with the def2-TZVPD basis set

**⟨S²⟩**: 3.773
**Relative energy (zero: lowest compared OMol25 entry of this formula, charge and spin)**: 4.739 eV
**Electronic energy**: -60710.914 eV
**Spin multiplicity**: 4
**E_HOMO (alpha / beta)**: -13.555 / -13.387 eV
**Maximum force**: 5.27 eV/Å
**Net charge**: +2
**E_LUMO (alpha / beta)**: -0.2325 / -0.3405 hartree

CARTESIAN COORDINATES (ANGSTROEM)
H (2.78, 0.43, 3.88)
C (-2.97, 2.87, -3.68)
C (0.38, -3.95, 4.14)
P (1.50, -0.45, 1.30)
C (2.76, 4.79, -2.45)
C (-1.80, -3.77, -1.13)
C (1.83, -0.82, -0.40)
C (-1.57, -1.09, -1.59)
C (4.51, -0.60, 1.20)
H (-1.06, -4.58, -0.95)
H (-3.61, -2.06, -2.53)
H (-4.79, -0.88, -2.18)
C (-1.28, 2.25, 1.24)
H (1.12, 3.69, -3.19)
H (0.09, -4.59, 5.00)
H (-4.35, -3.49, 1.23)
H (-5.51, -2.05, -0.26)
C (-1.95, 2.14, -4.28)
H (-0.94, -1.50, 2.24)
H (-3.95, 2.87, -4.11)
H (2.95, 2.30, 0.45)
H (-1.62, 2.00, 2.28)
C (3.35, -0.20, 1.90)
C (3.60, 0.35, 3.17)
C (-2.75, 3.56, -2.50)
C (-2.80, -0.57, -1.65)
H (-1.85, -3.28, 1.07)
C (1.18, -2.08, 2.22)
Re (-0.57, 0.50, 0.58)
C (1.70, -3.93, 3.69)
H (3.09, -3.02, 2.42)
C (2.09, -3.03, 2.73)
H (-2.96, 0.43, -2.01)
C (-0.71, 2.37, -2.24)
H (2.45, -1.69, -0.65)
H (-5.06, -3.25, -1.48)
C (5.79, -0.14, 1.58)
C (-0.14, -2.19, 2.61)
C (1.75, 2.86, -1.24)
C (-1.58, 3.34, -1.78)
C (2.83, 3.01, -0.34)
H (-3.49, 4.25, -2.09)
H (-2.07, 1.72, -5.27)
C (-3.84, -3.25, 0.26)
H (-4.16, -1.57, 1.90)
H (4.44, -1.33, 0.38)
C (3.67, 5.02, -1.42)
H (-4.50, -0.12, 1.07)
H (-2.56, -4.26, -1.75)
C (4.87, 0.78, 3.60)
H (-1.67, -3.25, 3.66)
P (0.45, 1.57, -1.00)
H (2.39, -4.65, 4.15)
C (1.82, 3.74, -2.37)
H (5.03, 1.26, 4.57)
H (4.32, 5.90, -1.44)
C (1.28, 0.00, -1.37)
H (6.69, -0.38, 0.98)
H (4.46, 4.25, 0.41)
C (-3.93, -1.40, -1.73)
C (3.72, 4.09, -0.38)
H (6.94, 0.97, 3.02)
C (-0.59, -3.16, 3.51)
C (-4.64, -2.52, -0.75)
H (1.31, -0.25, -2.43)
H (-1.38, -2.71, -2.91)
C (-0.79, 1.91, -3.56)
H (-3.76, -0.19, 2.73)
O (-2.42, -0.36, 1.13)
C (5.95, 0.59, 2.75)
C (-1.19, -2.57, -1.82)
C (-3.71, -0.55, 1.68)
H (-0.86, -0.49, -2.19)
H (-0.46, 2.98, 1.39)
H (-1.38, 3.88, -0.84)
H (2.77, 5.47, -3.32)
H (0.03, 1.36, -4.01)
C (-2.52, -3.48, 0.15)
H (-0.10, -2.63, -1.73)
H (-2.07, 2.82, 0.75)

Okay, here come the Mulliken numbers, in e, for every atom: H 0.38; C -0.66; C -0.49; P 0.46; C -0.88; C -0.89; C -0.39; C 0.72; C -0.24; H 0.42; H 0.39; H 0.43; C -1.73; H 0.33; H 0.37; H 0.68; H 0.46; C -0.82; H 0.01; H 0.47; H 0.24; H 0.36; C 0.32; C -0.28; C -0.96; C 1.27; H -0.06; C 0.84; Re 1.87; C -0.73; H 0.59; C -0.41; H -0.22; C 0.01; H 0.78; H 0.51; C -0.68; C -0.47; C 0.91; C -0.25; C -0.22; H 0.44; H 0.44; C -0.62; H 0.17; H 0.25; C -0.42; H 0.44; H 0.43; C -0.77; H 0.45; P 0.62; H 0.41; C -0.50; H 0.42; H 0.43; C -1.12; H 0.42; H 0.40; C -1.57; C -0.85; H 0.43; C -0.64; C -0.81; H 0.67; H 0.44; C 0.08; H 0.39; O -0.91; C -0.43; C -1.59; C -1.18; H -0.20; H 0.53; H 0.84; H 0.39; H 0.52; C 0.68; H 0.45; H 0.44

---

# 2
Formula: C36H41ClHgN11O5SSe2Te2
Source: the OMol25 dataset
Level of theory: ωB97M-V with the def2-TZVPD basis set

**⟨S²⟩**: 0.767
**Relative energy (zero: lowest compared OMol25 entry of this formula, charge and spin)**: 0.720 eV
**Electronic energy**: -237438.213 eV
**Spin multiplicity**: 2
**E_HOMO (alpha / beta)**: -0.436 / -2.122 eV
**Maximum force**: 0.43 eV/Å
**Net charge**: -2
**E_LUMO (alpha / beta)**: 0.1407 / 0.1407 hartree

CARTESIAN COORDINATES (ANGSTROEM)
C (-0.23, -2.08, 1.48)
H (0.45, 2.41, -1.64)
O (0.87, 1.56, -6.35)
Se (-1.99, 4.52, -0.45)
H (0.17, -2.83, 7.67)
H (1.28, -1.31, -3.44)
H (0.98, 2.10, -4.09)
C (-0.47, -2.11, 8.17)
Te (2.00, 4.27, -0.10)
C (1.89, -2.77, 1.23)
N (2.76, -3.76, 0.80)
H (-3.96, -0.71, -0.86)
H (2.53, -2.08, -4.39)
H (0.57, 3.16, 3.98)
N (0.14, -0.89, 1.93)
H (2.41, -0.53, -6.02)
N (0.58, -3.09, 1.12)
H (3.67, -3.38, 0.57)
H (-1.11, -2.52, -5.99)
C (1.50, -0.73, 2.11)
H (2.29, 1.08, -2.30)
C (2.23, -1.13, -3.95)
C (-0.69, -1.16, 5.84)
C (2.67, 2.72, 4.13)
C (3.31, 0.68, 3.04)
H (2.68, 0.77, -4.90)
N (-2.73, 1.20, 2.80)
H (-0.31, 0.32, -8.08)
H (-1.24, -2.66, 8.71)
C (-2.02, -0.21, 7.59)
H (1.39, 1.19, -7.07)
H (5.97, -2.06, -1.32)
H (2.91, 3.62, 4.68)
N (-0.05, 0.81, -2.92)
H (4.04, -0.05, 2.72)
N (2.40, -1.67, 1.71)
O (-1.58, 2.50, -2.24)
C (-5.61, -0.70, 0.53)
H (-6.96, -0.52, 2.20)
H (-1.35, -1.23, -0.90)
H (2.36, -4.35, 0.09)
H (0.05, -1.88, 5.50)
H (-3.32, 1.40, 7.00)
S (-2.82, 1.88, 4.24)
O (-4.17, 2.15, 4.68)
H (-2.34, -0.19, 8.62)
C (-5.05, 0.30, 2.65)
Cl (6.14, 0.11, 0.49)
H (-2.51, -0.61, -6.43)
C (4.27, -1.64, -2.57)
C (-0.39, -0.50, -6.04)
C (-2.17, 0.66, 5.36)
C (-2.57, 0.68, 6.69)
C (-1.07, -1.15, 7.18)
C (-1.82, 0.03, -5.87)
H (-0.74, -1.39, -7.97)
H (-5.32, 0.62, 3.64)
C (-5.96, -0.33, 1.83)
H (0.63, -2.41, -5.75)
C (0.15, 1.39, -4.22)
Te (-0.98, 5.84, -2.21)
C (-3.76, 0.56, 2.15)
C (-4.32, -0.44, 0.14)
O (-2.36, 2.85, -1.14)
O (-1.89, 2.98, 4.27)
H (0.14, -1.58, 8.91)
C (-1.23, -0.26, 4.93)
H (-1.83, -3.11, 0.83)
C (-0.95, -0.37, -1.43)
C (0.64, 0.51, -5.39)
C (-0.10, -0.61, -7.55)
H (-0.48, -1.97, -4.43)
H (-2.18, -1.52, 1.36)
N (-3.42, 0.15, 0.92)
C (3.12, 0.40, -2.12)
Hg (-0.87, 1.35, 1.35)
H (-2.11, 0.03, -4.82)
H (-6.31, -1.18, -0.14)
H (-1.90, 1.05, -6.26)
H (4.38, -2.56, -3.14)
N (-0.58, 0.76, -0.78)
C (3.99, 0.67, -1.08)
C (3.24, -0.76, -2.88)
C (5.17, -1.38, -1.55)
N (1.00, 1.39, 3.05)
H (0.93, -0.91, -7.74)
H (-0.70, 1.99, -4.56)
C (-0.30, 1.65, -1.82)
C (3.66, 1.80, 3.73)
C (1.94, 0.46, 2.73)
N (-0.72, -0.41, -2.70)
H (-0.90, -0.28, 3.89)
N (-1.58, -2.33, 1.42)
C (2.04, -0.09, -5.09)
C (5.02, -0.22, -0.81)
Se (-0.13, 3.96, 1.13)
C (-0.32, -1.93, -5.50)
H (3.85, 1.56, -0.46)
H (4.71, 1.98, 3.98)
C (1.37, 2.46, 3.73)

Mulliken population analysis, charges in e, atoms 1 to 99: C 0.03; H -0.02; O -0.73; Se -0.03; H 0.34; H 0.15; H 0.19; C -1.55; Te -0.47; C 0.12; N -0.55; H 0.38; H 0.45; H 0.38; N 0.35; H 0.33; N -0.88; H 0.27; H 0.57; C -0.71; H -0.11; C -0.03; C -0.70; C -0.99; C -0.96; H 0.64; N -0.12; H 0.45; H 0.35; C -0.77; H 0.55; H 0.42; H 0.37; N 1.34; H 0.48; N -0.69; O -0.28; C -0.95; H 0.36; H 0.69; H 0.27; H 0.41; H 0.44; S 1.08; O -0.80; H 0.35; C -1.03; Cl -0.27; H 0.52; C -0.42; C 2.57; C -0.09; C -0.73; C 0.96; C -1.86; H 0.47; H 0.49; C -0.41; H 0.25; C -2.43; Te -0.34; C 0.44; C -0.19; O -0.15; O -0.68; H 0.32; C 0.00; H 0.39; C -1.55; C 1.98; C -2.15; H 0.12; H -0.14; N 0.09; C 0.59; Hg 2.72; H 0.21; H 0.40; H 0.34; H 0.31; N -0.19; C -0.79; C -0.13; C -0.99; N 0.63; H 0.38; H 0.61; C 0.00; C -0.40; C 0.97; N -0.56; H 0.43; N -0.27; C -1.88; C 0.53; Se 0.00; C -1.63; H 0.19; H 0.41

---

# 3
Formula: C36H41F11O39S2
Source: the OMol25 dataset
Level of theory: ωB97M-V with the def2-TZVPD basis set

**Electronic energy**: -169413.441 eV
**Spin multiplicity**: 1
**E_HOMO**: -10.721 eV
**Maximum force**: 1.07 eV/Å
**E_LUMO**: -0.0002 hartree

CARTESIAN COORDINATES (ANGSTROEM)
O (0.01, 5.89, -0.32)
H (0.55, 0.98, -4.42)
O (-4.31, -0.01, -3.99)
O (2.55, 0.36, 7.98)
C (-6.90, 3.57, -10.83)
O (-5.23, 1.93, 4.17)
O (-7.56, 3.86, -11.77)
H (0.80, -1.34, -5.21)
C (0.46, -1.98, -0.48)
F (11.23, -0.80, -3.21)
O (-4.75, 0.68, -6.06)
C (1.19, 0.38, 8.08)
H (-4.70, 4.31, -9.28)
O (-3.14, 2.82, 3.28)
C (-5.62, 1.39, -5.22)
H (1.20, 3.32, -0.42)
O (0.47, 0.89, 4.77)
C (-2.33, -6.89, 1.53)
H (5.53, 0.06, -3.11)
H (1.73, 3.46, 8.15)
H (-0.74, -5.68, 2.48)
O (1.79, 1.03, 0.41)
H (-5.66, 1.23, -3.03)
H (-1.31, 1.17, 5.82)
H (-0.15, 4.53, 1.24)
C (-2.33, -4.99, 0.30)
H (-8.34, 0.18, 6.94)
O (8.02, 0.37, -2.82)
H (-1.54, 4.60, 0.13)
O (10.21, -2.61, 1.86)
H (-3.70, -0.24, 4.94)
C (-9.14, -1.76, 5.08)
H (1.21, -2.74, -0.30)
C (-4.97, 1.25, -3.86)
H (-3.26, 1.81, 6.29)
C (-5.08, 3.32, -9.53)
O (7.52, 0.93, -4.94)
H (-6.62, 0.96, -5.29)
C (4.59, -2.37, -1.36)
O (-5.56, 3.33, -10.86)
O (0.49, -0.56, 7.94)
O (-2.70, -4.07, -0.34)
H (-6.38, 1.81, -8.70)
O (-9.57, -0.52, 5.43)
F (-0.77, 1.09, -5.91)
H (-1.67, -1.07, 3.91)
S (0.68, 2.43, 4.28)
C (-1.31, -0.56, -3.04)
S (-3.80, 2.00, 4.23)
F (2.79, -0.90, -3.80)
H (5.23, -1.48, -3.95)
O (5.59, -1.64, -1.91)
O (0.57, -0.60, 1.35)
O (9.61, 0.27, -4.37)
C (1.90, 2.47, 8.56)
C (-7.30, -0.48, 5.17)
H (0.49, 1.67, 2.31)
O (-0.23, 3.24, 5.05)
H (-0.92, -1.40, -5.68)
O (-1.84, -0.70, -1.99)
H (9.00, -1.33, -2.18)
C (10.27, 0.15, -3.11)
C (-3.23, 0.32, 4.13)
C (-1.74, 0.02, 3.99)
H (-1.35, 0.41, 3.05)
O (4.72, -3.16, -0.49)
H (-2.33, -7.74, 0.85)
C (8.31, 0.57, -4.12)
C (-0.84, 0.44, 5.16)
O (-0.56, -1.50, -3.64)
H (3.12, 1.94, 6.80)
C (3.58, -0.87, -2.70)
F (-5.68, 2.69, -5.64)
H (-1.27, -1.19, 0.61)
C (-0.45, 4.64, 0.21)
O (-3.39, 2.53, 5.67)
F (0.04, -7.12, 1.35)
H (-2.70, -7.19, 2.50)
C (-6.31, 2.90, -8.75)
O (-7.37, 3.41, -9.57)
C (0.35, 5.71, -1.62)
C (3.00, 1.70, 7.86)
F (-4.07, 2.43, -9.43)
H (9.26, 0.10, -1.17)
C (8.08, -3.38, 1.49)
H (8.19, -4.14, 0.71)
C (-4.11, -0.26, -5.30)
C (9.15, -0.25, -2.18)
O (-1.36, 0.57, -3.79)
H (9.01, -3.06, 3.47)
C (9.55, -1.72, 1.09)
C (5.06, -0.92, -3.03)
F (-0.56, 2.54, -0.93)
H (10.75, 1.10, -2.87)
O (-3.47, -1.16, -5.74)
H (-0.63, -0.43, 5.77)
C (0.21, 3.65, -0.72)
H (3.28, -0.02, -2.08)
O (10.03, -0.74, 0.61)
O (8.26, -2.08, 0.93)
F (9.74, -4.70, 2.60)
C (1.22, -0.01, 0.32)
F (-6.16, -0.46, 5.91)
O (0.30, 4.38, -1.93)
H (2.09, 2.54, 9.63)
O (0.76, 1.63, 8.33)
C (-8.43, 0.24, 5.85)
C (-0.20, -1.02, -4.95)
O (1.10, -0.73, -0.80)
H (-8.53, 1.28, 5.55)
O (-3.13, -5.84, 0.98)
H (-4.22, 2.03, -3.70)
F (-0.37, -2.63, 1.66)
H (-7.07, -0.12, 4.16)
O (-7.78, -1.81, 5.10)
C (-0.96, -6.24, 1.57)
C (-0.34, 0.48, -4.78)
H (-0.20, -2.28, -1.28)
O (-1.02, -5.33, 0.48)
O (3.40, -2.07, -1.96)
C (9.23, -3.45, 2.48)
H (7.10, -3.46, 1.95)
F (4.19, 1.83, 8.48)
H (-6.36, 3.32, -7.76)
H (-3.73, 0.00, 3.21)
C (-0.28, -1.61, 0.79)
O (0.66, 6.56, -2.38)
O (0.00, 2.35, 2.81)
O (-9.85, -2.67, 4.80)

Mulliken population analysis, charges in e, atoms 1 to 99: O -0.35; H 0.30; O -0.23; O -0.33; C 0.59; O -0.61; O -0.49; H 0.33; C -0.60; F -0.29; O -0.26; C 0.76; H 0.30; O -0.52; C 0.31; H 0.30; O -0.31; C -0.48; H 0.29; H 0.28; H 0.26; O -0.65; H 0.32; H 0.59; H 0.07; C 0.67; H 0.28; O -0.29; H 0.25; O -0.31; H 0.58; C 0.60; H 0.36; C -0.37; H 0.36; C 0.30; O -0.52; H 0.30; C 0.58; O -0.32; O -0.53; O -0.48; H 0.20; O -0.31; F -0.32; H 0.32; S 0.46; C 0.71; S 1.23; F -0.30; H 0.22; O -0.24; O -0.31; O -0.34; C -0.44; C 0.43; H 0.11; O -0.50; H 0.35; O -0.49; H 0.12; C 0.32; C -1.60; C 0.77; H -0.26; O -0.57; H 0.28; C 0.67; C -0.87; O -0.35; H 0.16; C 0.46; F -0.34; H 0.37; C -0.10; O -0.43; F -0.29; H 0.28; C -0.06; O -0.36; C 0.54; C 0.43; F -0.28; H 0.22; C -0.43; H 0.27; C 0.62; C -0.15; O -0.31; H 0.29; C 0.63; C -0.37; F -0.20; H 0.30; O -0.55; H 0.30; C 0.34; H 0.18; O -0.54